Entry 1:
The following is a DFT calculation (the ωB97M-V functional and the def2-TZVPD basis) of a molecular structure, C41H63NaP.

XYZ file:
```
106
Properties=species:S:1:pos:R:3:forces:R:3
Na -0.03046 -0.82498 -0.10591 0.2 -0.2 0.2
C -0.60664 -4.54033 -0.18188 0.0 0.0 0.0
C -0.58376 -3.62948 1.02777 0.0 -0.1 0.0
C -1.76963 -3.37873 1.74018 0.0 -0.1 0.1
C -3.00735 -4.19997 1.44334 0.1 0.1 0.0
C -1.76495 -2.46208 2.79592 0.0 0.0 0.0
C -3.04718 -2.06838 3.49360 0.0 0.0 0.0
C -0.55158 -1.92509 3.25857 0.0 0.0 0.1
C -0.57639 -1.10158 4.52797 0.0 0.0 0.0
C 0.64558 -2.25213 2.61142 0.0 0.0 0.0
C 1.98470 -1.82410 3.15256 0.0 0.0 0.0
C 0.62631 -3.08053 1.47181 0.0 0.1 -0.1
C 1.93360 -3.42888 0.78358 0.0 0.0 0.0
H -0.11590 -5.49442 0.02564 0.0 0.0 0.0
H -0.08528 -4.09572 -1.03267 0.0 0.0 0.0
H -1.62007 -4.75725 -0.50816 0.0 0.0 0.0
H -3.51482 -3.90799 0.52368 0.0 0.0 0.0
H -3.72981 -4.14071 2.25065 0.0 0.0 0.0
H -2.74208 -5.25259 1.33758 0.0 0.0 0.0
H -3.22640 -2.66435 4.39366 0.0 0.0 0.0
H -3.91262 -2.18322 2.84691 0.0 0.0 0.0
H -3.01242 -1.02442 3.80543 0.0 0.0 0.0
H -0.92791 -0.08248 4.35039 0.0 0.0 0.0
H 0.39675 -1.03942 5.00420 0.0 0.0 0.0
H -1.25647 -1.54462 5.25488 0.0 0.0 0.0
H 2.45340 -2.64083 3.71076 0.0 0.0 0.0
H 1.92202 -0.96573 3.81480 0.0 0.0 0.0
H 2.66220 -1.56081 2.34863 0.1 0.0 0.0
H 2.34259 -2.58908 0.20631 0.0 0.0 0.0
H 1.82946 -4.27051 0.10342 0.0 0.0 0.0
H 2.70173 -3.69453 1.51104 0.0 0.0 0.0
C 5.90214 1.34648 1.42118 0.0 0.0 0.0
C 5.18059 0.10213 0.89682 0.0 0.0 0.0
C 5.31103 -1.04975 1.89248 0.0 0.0 0.0
C 3.74561 0.43747 0.54449 0.0 0.0 0.0
C 2.84685 0.90928 1.49022 -0.1 0.0 0.1
C 1.57134 1.37565 1.17383 0.0 0.0 0.0
C 0.77026 1.84302 2.40002 0.0 0.0 0.0
C 1.23816 3.20567 2.92759 0.0 0.0 0.0
C -0.75362 1.79279 2.32598 0.0 0.1 0.0
C 1.17675 1.41391 -0.19446 0.0 0.4 -0.1
C 2.05395 0.86030 -1.15292 0.0 0.1 -0.1
C 3.29559 0.36394 -0.76277 0.0 0.0 0.0
C 1.77959 0.91566 -2.63962 0.0 0.0 0.0
C 1.87344 -0.45771 -3.30541 0.0 0.0 0.0
C 2.69246 1.92923 -3.33429 0.0 0.0 0.0
C 0.02142 2.34990 -0.56433 0.1 -0.1 0.0
C 0.31383 3.68614 -0.26443 0.0 -0.1 0.1
C -0.64806 4.68042 -0.28148 -0.1 0.0 0.0
C -1.96127 4.34880 -0.58025 0.0 0.0 0.0
C -2.24780 3.05564 -0.98190 0.0 0.0 0.0
C -1.27614 2.04990 -1.05075 0.0 0.1 -0.1
P -1.62443 0.54979 -2.08078 0.2 0.2 0.5
C -3.06923 -0.41245 -1.29558 0.0 -0.1 -0.1
C -3.26184 -0.05168 0.17762 0.0 0.0 0.0
C -4.43194 -0.33120 -1.97979 -0.1 0.0 0.0
C -2.56737 -1.86848 -1.36170 -0.1 0.1 -0.1
C -2.10875 1.29634 -3.75822 0.0 -0.3 -0.1
C -2.07395 0.10576 -4.73516 0.0 0.0 0.0
C -1.04129 2.30653 -4.19665 0.0 0.1 0.0
C -3.45564 2.00974 -3.89123 -0.1 0.1 -0.1
H 6.96144 1.13575 1.57616 0.0 0.0 0.0
H 5.48288 1.66448 2.37941 0.0 0.0 0.0
H 5.81758 2.18008 0.72260 0.0 0.0 0.0
H 5.66860 -0.20317 -0.03210 0.0 0.0 0.0
H 4.87142 -0.78824 2.85825 0.0 0.0 0.0
H 6.36382 -1.27970 2.06379 0.0 0.0 0.0
H 4.82536 -1.95680 1.52763 0.0 0.0 0.0
H 3.14991 0.94365 2.53298 0.0 0.0 0.0
H 1.04730 1.11385 3.16835 0.0 0.0 0.0
H 0.89789 4.01481 2.28242 0.0 0.0 0.0
H 2.32579 3.25993 3.00166 0.0 0.0 0.0
H 0.82246 3.38034 3.92234 0.0 0.0 0.0
H -1.18417 2.58143 1.70935 0.0 0.0 0.0
H -1.15640 1.91215 3.33426 0.0 0.0 0.0
H -1.11313 0.83260 1.95143 0.0 0.0 0.0
H 3.96941 -0.01099 -1.52623 0.0 0.0 0.0
H 0.76566 1.26898 -2.75285 -0.1 0.0 0.0
H 2.89349 -0.84747 -3.28077 0.0 0.0 0.0
H 1.57196 -0.39262 -4.35335 0.0 0.0 0.0
H 1.21860 -1.19182 -2.82852 0.0 0.0 0.0
H 3.74305 1.64296 -3.25074 0.0 0.0 0.0
H 2.57873 2.92438 -2.89871 0.0 0.0 0.0
H 2.44911 1.99437 -4.39742 0.0 0.0 0.0
H 1.32966 3.93278 0.01939 0.0 0.0 0.0
H -0.37879 5.69933 -0.03277 0.0 0.0 0.0
H -2.74393 5.09587 -0.54459 0.0 0.0 0.0
H -3.25975 2.81900 -1.28339 0.0 0.0 0.1
H -3.62788 0.96459 0.32009 0.0 0.0 0.0
H -2.34624 -0.14986 0.76542 0.0 0.0 0.0
H -3.98787 -0.74272 0.61806 0.0 0.0 0.0
H -4.87366 0.66114 -1.89061 0.0 0.0 0.0
H -5.10721 -1.03629 -1.48467 0.0 0.0 0.0
H -4.39337 -0.60533 -3.03316 0.0 0.0 0.0
H -1.75142 -2.01803 -0.64621 -0.2 -0.2 -0.2
H -2.20864 -2.13865 -2.35658 0.0 0.0 0.0
H -3.36171 -2.56183 -1.08177 0.0 0.0 0.0
H -1.07942 -0.34302 -4.77753 0.0 0.0 0.0
H -2.33722 0.44716 -5.74003 0.0 0.0 0.0
H -2.78396 -0.67766 -4.45980 0.0 0.0 0.0
H -0.03871 1.89320 -4.23870 0.0 -0.1 0.0
H -1.02722 3.19448 -3.56113 0.0 0.0 0.0
H -1.29150 2.62615 -5.21212 0.0 0.0 0.0
H -4.30615 1.34220 -3.81707 0.0 0.0 0.0
H -3.48250 2.45110 -4.89156 0.0 0.0 0.0
H -3.58159 2.82916 -3.18576 0.0 0.0 -0.1
```
Forces are in eV/Å.

**Total energy**: -2103.61012 Eh
**LUMO energy**: -1.911 eV
**E_HOMO**: -0.411 Eh
**Orbital gap**: 9.3 eV
**Net charge**: +1

Here are the Mulliken charges for atoms 1 to 4, given in e: number 1, Na, carries 1.2109; number 2, C, carries -2.8011; number 3, C, carries 1.2439; number 4, C, carries 1.8140

Entry 2:
The following is a DFT calculation (the ωB97M-V functional and the def2-TZVPD basis) of 2 unconnected molecules or ions with the total composition C39H50N3O2.

XYZ file:
```
94
Properties=species:S:1:pos:R:3:forces:R:3
C -4.50137 4.78431 2.32654 0.0 -0.3 -0.1
C -5.23134 4.61146 3.64860 -0.1 0.6 0.0
N -4.60038 3.66828 4.55201 0.2 0.0 0.0
C -5.47021 3.30331 5.65305 -0.3 -0.4 0.0
C -4.71989 2.66160 6.80242 0.3 0.1 0.0
C -3.76232 1.57804 6.29955 -0.3 -0.4 0.4
C -2.91129 2.03696 5.16188 0.5 0.2 -0.4
C -3.36880 3.11103 4.34836 0.2 -0.2 -0.1
C -2.51911 3.58289 3.30851 0.3 -0.4 0.3
C -1.29837 2.95398 3.07700 -0.6 -0.1 -0.3
C -0.86241 1.83694 3.82491 0.3 -0.6 -0.4
C 0.42523 1.12841 3.53548 0.9 3.9 4.4
C 1.44490 2.02784 3.03203 -0.1 -0.6 0.3
C 2.78930 1.73838 2.92773 0.1 0.1 -0.4
C 3.70657 2.46044 2.07920 0.1 0.2 0.3
C 3.29197 3.52323 1.22669 0.5 -0.1 -0.2
C 4.15487 4.11066 0.31227 -0.2 -0.5 0.5
C 5.51395 3.68329 0.23494 0.0 -0.2 0.1
N 6.35763 4.21588 -0.69337 -0.4 -0.2 0.4
C 5.92218 5.07687 -1.77345 0.1 0.6 -0.1
C 4.42003 5.11191 -1.96967 -0.1 -0.3 0.1
C 3.68864 5.17688 -0.62777 -0.2 0.5 -0.2
C 7.77176 3.90518 -0.75209 0.3 -0.4 -0.3
C 8.31798 3.34956 0.54804 -0.1 0.1 0.2
C 7.40581 2.26624 1.12452 0.5 -0.4 -0.1
C 5.96996 2.68107 1.14474 -0.6 0.1 0.1
C 5.07376 2.07966 2.01019 -0.2 0.5 -0.1
C -1.70204 1.41711 4.87302 -0.4 0.2 0.0
C -2.97911 4.76532 2.50913 0.0 0.5 -0.2
H -4.79799 3.97621 1.64565 0.1 0.1 0.1
H -4.82400 5.72926 1.87688 0.1 -0.2 0.0
H -5.31747 5.59010 4.16025 0.1 -0.3 -0.1
H -6.26695 4.27807 3.46091 0.3 0.0 0.1
H -5.99329 4.20953 5.99776 0.2 -0.2 -0.1
H -6.24931 2.61542 5.27252 0.1 0.1 0.1
H -4.15216 3.43496 7.33360 -0.1 -0.1 0.0
H -5.44341 2.23502 7.50184 0.1 0.1 0.0
H -3.11417 1.25858 7.12178 -0.1 -0.1 -0.1
H -4.34410 0.69218 5.99583 0.1 0.2 0.0
H -0.70633 3.31443 2.23275 -0.2 -0.1 0.2
H 0.77969 0.49388 4.37855 -0.4 0.4 -0.9
H 1.18311 3.08077 2.87706 -0.3 -0.7 -0.7
H 3.19380 0.89307 3.49217 -0.1 -0.2 -0.5
H 2.26226 3.88546 1.27530 0.3 -0.2 -0.2
H 6.30260 6.09318 -1.57544 -0.1 -0.1 0.0
H 6.41445 4.74299 -2.69683 -0.1 0.0 0.1
H 4.17113 5.98347 -2.58134 0.0 -0.2 0.0
H 4.10680 4.21151 -2.51252 0.0 0.1 0.1
H 2.61229 5.06614 -0.79537 0.1 0.1 0.1
H 3.84582 6.17297 -0.18123 0.0 -0.2 -0.1
H 7.94189 3.18471 -1.57268 0.0 0.1 0.2
H 8.30574 4.82480 -1.02756 -0.1 -0.2 0.1
H 9.31052 2.93723 0.35676 0.0 0.1 0.1
H 8.42604 4.16491 1.27303 0.0 -0.1 -0.1
H 7.51167 1.34487 0.52673 0.0 0.2 0.2
H 7.72666 2.02741 2.14606 0.0 -0.1 -0.2
H 5.43003 1.29579 2.68196 0.0 0.2 -0.2
H -1.41295 0.56236 5.48184 0.0 0.1 -0.1
H -2.50049 4.75686 1.52406 0.0 0.1 0.2
H -2.67368 5.70071 3.00973 0.0 -0.3 -0.1
C -5.17249 -1.34987 2.49694 -0.5 0.0 -0.1
O -4.34008 -2.45820 2.88552 0.5 0.4 0.0
C -3.09524 -2.04721 3.18036 -0.1 0.8 -0.2
O -2.78989 -0.87417 3.14436 -0.2 -0.6 0.2
C -2.18874 -3.19570 3.52291 0.6 0.0 -0.3
C -2.76326 -4.03294 4.66890 -0.5 -0.2 0.2
C -1.58002 -4.43298 5.54116 0.3 -0.2 0.5
C -0.34462 -3.73955 4.96097 0.2 -0.1 -0.3
N -0.85387 -2.75641 3.97974 -0.8 0.1 1.2
C 0.05957 -2.19031 3.08231 0.8 1.5 -1.1
C 0.11316 -0.80178 2.78077 -2.5 -3.7 -1.2
C 0.61217 -0.46907 1.39272 0.6 0.0 -0.8
C 1.77926 -1.35072 0.94014 0.1 -0.1 -0.1
C 1.38438 -2.82431 0.95994 0.0 0.3 -0.3
C 0.93389 -3.22120 2.35823 0.6 -0.2 0.2
H -6.11490 -1.80250 2.19941 0.0 0.1 0.0
H -5.32634 -0.66409 3.33977 0.1 -0.2 -0.2
H -4.73110 -0.79580 1.66022 -0.1 -0.2 0.2
H -2.13283 -3.84197 2.61937 0.1 0.3 0.2
H -3.49661 -3.47246 5.26213 0.2 0.0 -0.3
H -3.28094 -4.90281 4.25486 0.0 0.2 0.1
H -1.72655 -4.14084 6.58532 -0.1 0.0 -0.2
H -1.43827 -5.51779 5.54691 0.0 0.2 0.0
H 0.23940 -3.22030 5.72787 -0.1 0.0 -0.1
H 0.31187 -4.50162 4.51072 -0.1 0.3 -0.1
H -0.86193 -0.34019 3.07117 0.9 -0.7 -0.2
H -0.20339 -0.60174 0.66317 0.0 0.1 0.3
H 0.91529 0.57652 1.34301 0.0 -0.2 -0.4
H 2.10729 -1.06944 -0.06811 -0.1 0.1 0.2
H 2.63735 -1.20436 1.61086 -0.1 0.0 -0.1
H 0.57925 -3.00834 0.24116 -0.1 0.2 0.1
H 2.20199 -3.46487 0.60672 0.0 0.1 0.3
H 1.83250 -3.42019 2.96696 -0.2 0.1 0.0
H 0.45213 -4.20962 2.28300 -0.3 0.4 0.3
```
Forces are in eV/Å.

**Total energy**: -1830.56214 Eh
**LUMO energy**: -3.934 eV
**Energy above the lowest of the compared OMol25 structures with the same formula, charge and spin**: 229.9 kJ/mol
**E_HOMO**: -0.336 Eh
**Orbital gap**: 5.2 eV
**Net charge**: +1

Here are the Mulliken charges for atoms 1 to 4, given in e: number 1, C, carries -0.7938; number 2, C, carries -0.8245; number 3, N, carries -0.0545; number 4, C, carries -0.7906